DFT (wB97M-V/def2-TZVPD) results for a molecular structure, C22H31DyN3P2S.

Last column: Löwdin spin population.
Atoms and positions in Å:
C1 -1.8810 2.5231 -3.2226  0.000
C2 -1.3385 2.1163 -2.0084  -0.001
C3 -2.1422 1.2815 -1.1865  -0.004
C4 -3.3097 0.6779 -1.6731  0.000
C5 -3.8331 1.0948 -2.8974  0.000
C6 -3.1320 2.0434 -3.6489  -0.001
C7 -3.8062 -0.4554 -0.8282  -0.001
C8 -3.8421 -0.0293 0.6095  0.008
C9 -2.6796 0.6181 1.0497  -0.001
C10 -2.3946 0.7831 2.4311  0.006
C11 -3.3709 0.3867 3.3387  -0.001
C12 -4.5869 -0.1674 2.8997  0.004
C13 -4.8136 -0.4076 1.5424  -0.001
H1 -1.3220 3.2215 -3.8495  0.000
H2 -4.7867 0.6885 -3.2396  0.000
H3 -3.5386 2.3892 -4.5958  0.000
H4 -4.7860 -0.8107 -1.1629  0.000
H5 -3.1844 0.5127 4.4077  0.000
H6 -5.3403 -0.4463 3.6330  0.000
H7 -5.7392 -0.8714 1.1954  0.000
N1 -1.7274 1.0026 0.1100  -0.012
Dy1 -0.4814 -1.1555 -0.1900  5.023
C14 0.0625 2.4455 -1.5417  -0.001
H8 0.0370 2.9130 -0.5502  0.000
H9 0.5682 3.1091 -2.2523  0.000
C15 -1.0210 1.2636 2.8343  0.000
H10 -0.7942 2.2298 2.3695  0.000
H11 -0.9344 1.3417 3.9239  0.000
P1 1.1265 0.9241 -1.3312  -0.017
P2 0.2976 0.0994 2.2361  -0.010
C16 0.2598 -1.0687 3.6479  0.003
H12 1.1446 -1.7177 3.6015  0.000
H13 0.2508 -0.4909 4.5849  0.000
H14 -0.6443 -1.6851 3.5695  0.001
C17 1.7758 1.0820 2.6498  -0.003
H15 1.8220 1.2415 3.7374  -0.001
H16 2.6670 0.5325 2.3208  0.000
H17 1.7392 2.0508 2.1337  0.000
C18 1.3744 0.5454 -3.1098  0.000
H18 1.7134 1.4504 -3.6373  0.000
H19 2.1276 -0.2499 -3.2041  0.000
H20 0.4291 0.1973 -3.5476  0.000
C19 2.7271 1.7198 -0.9472  -0.003
H21 3.5246 0.9652 -0.9244  0.000
H22 2.9661 2.4647 -1.7220  -0.001
H23 2.6809 2.2152 0.0323  0.000
H24 -2.9883 -1.3198 -0.8888  -0.002
H25 -1.6399 -2.0174 0.9864  0.031
S1 1.5152 -2.6658 0.7227  -0.011
C20 3.0253 -2.7848 -0.0975  -0.001
N2 3.5144 -3.9100 -0.6446  -0.001
C21 4.8640 -3.7571 -1.1696  0.000
C22 5.1733 -2.2922 -0.8877  0.000
N3 3.9567 -1.8107 -0.2483  -0.001
H26 3.0081 -4.7902 -0.6056  0.000
H27 4.8819 -3.9799 -2.2410  0.000
H28 5.5618 -4.4285 -0.6554  0.000
H29 5.3690 -1.7409 -1.8134  0.000
H30 6.0371 -2.1825 -0.2222  0.000
H31 3.8573 -0.8947 0.1768  0.000

Atoms 1-2, force components in eV/Å:
C 0.0 -0.3 -0.1
C -0.3 -0.4 0.1

Calculated values
- Spin multiplicity: 6
- <S²>: 9.35
- E: -2986.93733 hartree
- ΔE to the lowest compared entry with this formula, charge and spin: 0.0 kJ/mol
- Net charge: +1
- E_HOMO (alpha / beta): -9.2 / -9.2 eV
- Orbital gap (alpha / beta): 5.978 / 6.070 eV

---

DFT (wB97M-V/def2-TZVPD) results for a gas-phase ion, C22H31N2O3 (charge +1).

Last column: Mulliken charge in e.
Atoms and positions in Å:
C1 -0.5418 -7.8128 -2.3740  -0.840
H1 0.2220 -7.8630 -1.5919  0.340
O1 -0.3196 -6.7264 -3.2438  -0.457
C2 -0.3403 -5.4704 -2.7414  0.780
C3 -0.5686 -5.1389 -1.4109  -0.564
C4 -0.5583 -3.8127 -1.0082  -0.471
C5 -0.3365 -2.7929 -1.9208  -0.137
C6 -0.1178 -3.1266 -3.2574  -0.253
C7 -0.1127 -4.4408 -3.6602  -0.735
H2 0.0564 -4.7048 -4.6914  0.429
H3 0.0387 -2.3460 -3.9863  0.475
N1 -0.3577 -1.4193 -1.5692  0.158
C8 -1.0048 -1.0215 -0.3458  -0.980
H4 -1.9125 -1.6111 -0.2126  0.686
C9 -1.3913 0.4555 -0.4606  -1.021
N2 -0.1798 1.2720 -0.6962  0.501
H5 0.4562 1.1320 0.1201  0.256
C10 -0.4593 2.7248 -0.6973  -1.069
H6 -1.0106 2.9791 -1.6059  0.480
H7 -1.0825 2.9537 0.1705  0.594
C11 0.8263 3.5853 -0.6166  0.012
C12 1.8256 3.0379 0.4409  -1.075
O2 1.2551 2.1443 1.3660  -0.752
C13 0.5694 2.6415 2.4775  1.248
C14 0.2751 3.9830 2.6586  -0.436
C15 -0.4219 4.4114 3.7817  0.418
C16 -0.8290 3.4649 4.7126  -0.807
C17 -0.5349 2.1283 4.5275  -0.669
C18 0.1669 1.6878 3.4144  0.506
C19 0.4792 0.2324 3.2313  -1.551
H8 1.3726 0.1010 2.6259  0.328
H9 0.6414 -0.2374 4.1975  0.548
H10 -0.3559 -0.2815 2.7519  0.198
H11 -0.8481 1.4039 5.2637  0.464
H12 -1.3713 3.7801 5.5902  0.440
C20 -0.7128 5.8630 3.9927  -1.601
H13 -0.5504 6.4385 3.0850  0.346
H14 -0.0603 6.2606 4.7694  0.340
H15 -1.7396 6.0046 4.3225  0.391
H16 0.5938 4.7215 1.9392  0.307
H17 2.3331 3.8634 0.9459  0.538
H18 2.5859 2.4626 -0.0974  0.494
O3 1.5182 3.6054 -1.8410  -0.544
H19 1.2233 4.3298 -2.4025  0.389
H20 0.5027 4.5969 -0.3438  0.515
C21 0.5022 0.8056 -1.9256  -0.574
H21 1.3898 1.4135 -2.1005  0.477
C22 0.8604 -0.6687 -1.7713  -0.822
H22 1.3586 -1.0186 -2.6743  0.605
H23 1.5628 -0.7903 -0.9262  0.150
H24 -0.1883 0.9281 -2.7627  0.355
H25 -1.8780 0.7920 0.4566  0.395
H26 -2.0719 0.5913 -1.3034  0.391
H27 -0.3610 -1.1581 0.5419  0.457
H28 -0.7249 -3.5942 0.0358  0.366
H29 -0.7494 -5.9019 -0.6712  0.404
H30 -1.5340 -7.7624 -1.9150  0.338
H31 -0.4784 -8.7037 -2.9958  0.238

Atoms 1-2, force components in eV/Å:
C 0.0 -0.2 0.2
H 0.0 0.0 0.0

Calculated values
- Structure (SMILES): COc1ccc(N2CC[NH+](C[C@H](O)COc3cc(C)ccc3C)CC2)cc1
- E: -1191.90635 hartree
- ΔE to the lowest compared entry with this formula, charge and spin: 144.1 kJ/mol
- Net charge: +1
- E_HOMO: -10.3 eV
- Orbital gap: 8.054 eV

---

DFT (wB97M-V/def2-TZVPD) results for a single C22H31N3O4 molecule.

Last column: Mulliken charge in e.
Atoms and positions in Å:
C1 3.2492 3.2985 0.0377  -0.883
C2 1.9062 3.4204 0.7092  -0.455
O1 1.0320 2.4314 0.1303  -0.152
C3 -0.1730 2.3517 0.6873  -0.221
O2 -0.5701 3.1010 1.5437  -0.637
C4 -0.9807 1.1450 0.1943  2.987
C5 -0.4084 -0.1150 0.8753  -2.402
C6 1.1077 -0.2554 1.0345  0.378
O3 1.6378 0.0173 2.1039  -0.673
N1 1.7682 -0.7893 -0.0061  0.637
C7 3.2027 -1.0246 -0.0074  0.055
C8 3.5337 -2.1529 0.9830  -1.803
C9 2.8100 -3.4428 0.6996  0.371
C10 1.5378 -3.6726 1.2077  -0.214
C11 0.8874 -4.8571 0.9078  -0.611
C12 1.5363 -5.7832 0.1072  -0.307
N2 2.7569 -5.5943 -0.3804  -0.676
C13 3.3655 -4.4496 -0.0825  -0.084
C14 3.6099 -1.3010 -1.4581  0.376
C15 3.5067 -0.0206 -2.3224  -0.239
C16 4.9393 0.5423 -2.4803  -0.706
C17 5.8467 -0.3889 -1.6637  -0.805
C18 5.0812 -1.7099 -1.6272  -1.155
C19 -2.4302 1.3230 0.6459  -1.293
C20 -3.1239 2.4386 -0.1138  -0.685
C21 -3.1866 2.1042 -1.5873  -0.674
N3 -1.9027 1.5985 -2.0525  -0.152
C22 -0.9060 1.0266 -1.3339  -0.183
O4 0.0000 0.4390 -1.9069  -0.694
H1 3.9341 4.0391 0.4507  0.502
H2 3.6733 2.3074 0.2028  0.001
H3 3.1664 3.4653 -1.0364  0.269
H4 1.9771 3.2418 1.7817  0.339
H5 1.4700 4.4093 0.5628  0.340
H6 -0.7860 -0.1191 1.8980  0.423
H7 -0.8039 -1.0049 0.3774  0.456
H8 1.2830 -0.7888 -0.8939  0.386
H9 3.7129 -0.1215 0.3499  -0.393
H10 4.6113 -2.3191 1.0159  0.816
H11 3.2542 -1.8071 1.9795  0.576
H12 1.0701 -2.9318 1.8463  0.517
H13 -0.1015 -5.0634 1.2955  0.397
H14 1.0618 -6.7251 -0.1476  0.365
H15 4.3636 -4.3342 -0.4930  0.326
H16 2.9577 -2.0853 -1.8538  0.730
H17 3.0769 -0.2621 -3.2950  0.420
H18 2.8278 0.7055 -1.8722  -0.191
H19 5.2353 0.5347 -3.5304  0.303
H20 5.0137 1.5750 -2.1404  0.309
H21 6.8419 -0.4937 -2.0962  0.479
H22 5.9745 -0.0050 -0.6478  0.224
H23 5.4553 -2.3777 -0.8538  0.358
H24 5.1949 -2.2359 -2.5790  0.311
H25 -2.9666 0.3783 0.5014  0.442
H26 -2.4406 1.5354 1.7132  0.467
H27 -4.1358 2.5895 0.2639  0.412
H28 -2.5889 3.3778 0.0400  0.309
H29 -3.9537 1.3418 -1.7640  0.304
H30 -3.4529 2.9817 -2.1768  0.380
H31 -1.7731 1.4716 -3.0453  0.326

Atoms 1-2, force components in eV/Å:
C 0.0 -0.1 -0.1
C 0.1 0.2 0.1

Calculated values
- Structure (SMILES): CCOC(=O)[C@@]1(CC(=O)N[C@@H](Cc2cccnc2)C2CCCC2)CCCNC1=O
- E: -1322.23223 hartree
- ΔE to the lowest compared entry with this formula, charge and spin: 49.9 kJ/mol
- E_HOMO: -9.2 eV
- Orbital gap: 9.739 eV

---

Which of these has the highest E? C22H31N2O3

---

What is the E in the second record? -1191.90635 hartree

---

Which formula does entry 1 have? C22H31DyN3P2S